ORCA calculation (ωB97M-V with the def2-TZVPD basis set) on a cluster of 2 separate species, C5H7FSi in total at a distorted geometry.

```
14
Properties=species:S:1:pos:R:3:forces:R:3:mulliken_charge:R:1
C 3.319 0.590 0.124 3.442 0.054 -0.240 0.0019
C 2.127 0.559 0.115 -5.226 -0.134 0.002 -0.7656
C -0.317 -1.542 -1.930 -0.737 0.904 1.633 -0.5521
C -0.723 -1.348 -0.640 -0.175 -0.075 -1.046 -0.1888
C -1.327 0.981 1.753 2.266 -0.931 -0.942 -1.1192
F -1.083 1.557 -0.916 1.123 -1.318 0.429 -0.2970
Si -0.473 0.378 0.068 0.906 1.768 0.598 0.8071
H 4.435 0.613 0.061 -1.854 -0.026 0.193 0.3289
H -0.355 -2.375 -2.642 -0.295 -0.005 0.856 0.2731
H 0.034 -0.618 -2.347 0.711 0.086 -0.681 0.1584
H -1.311 -2.042 -0.019 0.642 -0.056 -0.413 0.3174
H -0.554 1.406 2.390 0.192 0.273 -0.126 0.3275
H -2.115 1.693 1.654 -0.464 0.406 -0.604 0.3277
H -1.658 0.149 2.326 -0.533 -0.947 0.341 0.3809
```
Forces are in eV/Å.

Values from the calculation:
Relative energy (zero: lowest compared OMol25 entry of this formula, charge and spin) (kJ/mol): 244.5
Lowest unoccupied orbital energy (Ha): -0.0035
HOMO level (eV): -9.6
Gap between HOMO and LUMO (eV): 9.502